{"formula": "C4H34BNO14", "method": "ωB97M-V/def2-TZVPD", "e_homo_ha": -0.346, "orbital_gap_ev": 9.3, "largest_force_ha_per_bohr": 0.012, "symbols": ["N", "C", "B", "C", "C", "O", "C", "O", "H", "H", "H", "H", "H", "H", "H", "H", "H", "H", "O", "H", "H", "O", "H", "H", "O", "H", "H", "O", "H", "H", "O", "H", "H", "O", "H", "H", "O", "H", "H", "O", "H", "H", "O", "H", "H", "O", "H", "H", "O", "H", "H", "O", "H", "H"], "positions_angstrom": [[0.837, -3.202, 1.021], [0.864, -1.742, 0.743], [1.540, -1.391, -0.614], [2.136, 0.032, -0.937], [2.376, 0.904, 0.303], [2.515, 2.321, -0.068], [1.353, 2.910, -0.316], [1.180, 3.692, -1.216], [0.534, -3.359, 1.978], [0.151, -3.636, 0.414], [-0.157, -1.308, 0.612], [1.321, -1.234, 1.601], [1.484, -2.210, -1.482], [1.386, 0.475, -1.613], [3.053, -0.039, -1.534], [3.318, 0.642, 0.790], [1.576, 0.837, 1.051], [0.547, 2.653, 0.397], [-1.223, 4.613, 0.248], [-0.609, 4.319, -0.444], [-1.074, 5.560, 0.326], [3.561, -4.408, 2.074], [2.857, -3.905, 1.640], [3.840, -5.048, 1.412], [0.832, 1.327, 3.093], [1.163, 2.228, 3.008], [0.134, 1.393, 3.759], [0.832, -0.323, -4.094], [0.242, 0.390, -3.832], [0.802, -0.304, -5.059], [-0.737, -0.757, 4.595], [0.191, -0.877, 4.835], [-0.781, -0.931, 3.645], [-2.599, 3.164, 2.735], [-2.999, 2.522, 2.140], [-2.198, 3.811, 2.142], [-0.156, -0.076, -7.088], [-0.116, -0.486, -7.958], [-1.031, 0.322, -7.046], [1.168, -1.856, 6.720], [0.894, -1.479, 7.562], [0.456, -2.462, 6.488], [-0.304, -2.996, -6.244], [0.128, -2.232, -5.850], [-0.236, -3.688, -5.579], [-2.270, -0.736, 0.997], [-3.154, -1.075, 0.801], [-2.425, 0.177, 1.275], [-3.421, 2.696, -0.779], [-2.673, 3.256, -0.543], [-3.737, 3.038, -1.620], [-4.113, -0.627, -1.305], [-3.505, -1.160, -1.825], [-3.749, 0.264, -1.361]], "mulliken_charge": [-0.65, -0.17, 0.31, -0.29, -0.07, -0.35, 0.41, -0.59, 0.22, 0.23, 0.07, 0.28, -0.13, -0.02, 0.30, 0.21, 0.07, 0.22, -0.61, 0.35, 0.26, -0.69, 0.35, 0.30, -0.57, 0.26, 0.33, -0.60, 0.28, 0.33, -0.67, 0.36, 0.32, -0.63, 0.32, 0.30, -0.61, 0.31, 0.30, -0.66, 0.32, 0.33, -0.63, 0.32, 0.30, -0.56, 0.28, 0.24, -0.59, 0.33, 0.28, -0.64, 0.31, 0.32]}



{"formula": "C8H30N2O6", "method": "ωB97M-V/def2-TZVPD", "e_homo_ha": -0.348, "orbital_gap_ev": 9.7, "de_lowest_kcal_mol": 15.5, "largest_force_ha_per_bohr": 0.042, "smiles": "COC[C@H](C)N.COC[C@H](C)N.O.O.O.O", "symbols": ["C", "O", "C", "C", "C", "N", "H", "H", "H", "H", "H", "H", "H", "H", "H", "H", "H", "C", "O", "C", "C", "C", "N", "H", "H", "H", "H", "H", "H", "H", "H", "H", "H", "H", "O", "H", "H", "O", "H", "H", "O", "H", "H", "O", "H", "H"], "positions_angstrom": [[-4.503, 3.839, -5.179], [-3.757, 3.131, -4.242], [-3.252, 3.928, -3.202], [-2.386, 3.110, -2.279], [-1.967, 3.910, -1.053], [-1.079, 2.765, -2.942], [-5.168, 4.587, -4.722], [-5.117, 3.184, -5.792], [-3.864, 4.429, -5.856], [-2.696, 4.761, -3.640], [-4.060, 4.294, -2.548], [-2.801, 2.146, -1.966], [-1.509, 4.863, -1.339], [-1.219, 3.401, -0.446], [-2.792, 4.222, -0.404], [-0.588, 2.263, -2.210], [-1.286, 2.094, -3.681], [4.748, -3.912, 5.191], [3.713, -4.248, 4.283], [3.166, -3.115, 3.673], [2.203, -3.534, 2.565], [2.964, -4.305, 1.478], [1.472, -2.415, 1.970], [4.405, -3.155, 5.903], [5.637, -3.569, 4.657], [4.947, -4.829, 5.742], [2.591, -2.493, 4.374], [3.968, -2.535, 3.200], [1.474, -4.242, 2.978], [3.238, -5.301, 1.818], [3.908, -3.805, 1.234], [2.403, -4.327, 0.544], [1.092, -1.812, 2.700], [0.622, -2.762, 1.532], [-0.183, -0.341, -0.789], [0.500, 0.214, -1.188], [0.168, -0.567, 0.084], [-1.931, -2.467, -0.560], [-1.437, -1.823, -1.102], [-2.842, -2.418, -0.867], [2.365, 1.221, -0.391], [3.301, 1.444, -0.336], [1.923, 2.070, -0.522], [-2.490, 0.721, 1.254], [-2.215, 0.665, 0.329], [-1.665, 0.713, 1.749]], "mulliken_charge": [-0.76, -0.30, -0.73, 0.73, -1.47, -0.77, 0.31, 0.26, 0.30, 0.35, 0.34, 0.23, 0.39, 0.30, 0.39, 0.14, 0.30, -0.74, -0.29, -0.60, 0.31, -1.30, -0.60, 0.30, 0.30, 0.25, 0.33, 0.32, 0.25, 0.33, 0.29, 0.37, 0.22, 0.25, -0.54, 0.24, 0.30, -0.61, 0.34, 0.29, -0.62, 0.29, 0.31, -0.61, 0.33, 0.29]}



{"formula": "C4H8BCl3NO2", "method": "ωB97M-V/def2-TZVPD", "e_homo_ha": -0.159, "orbital_gap_ev": 7.2, "total_charge": -1, "de_lowest_kcal_mol": 11.3, "largest_force_ha_per_bohr": 0.151, "symbols": ["C", "O", "C", "B", "N", "C", "O", "H", "H", "H", "H", "H", "H", "H", "C", "Cl", "Cl", "Cl", "H"], "positions_angstrom": [[1.613, -2.733, 0.103], [2.220, -1.412, 0.252], [1.417, -0.390, -0.420], [-0.079, -0.152, 0.243], [-1.155, -0.473, -0.856], [-1.693, -1.625, -0.588], [-1.918, -2.804, -0.175], [0.981, -2.778, -0.869], [2.409, -3.560, 0.089], [0.968, -2.897, 1.035], [1.387, -0.631, -1.549], [2.017, 0.602, -0.326], [-0.214, 0.935, 0.709], [-0.317, -0.930, 1.134], [-1.552, 3.866, 0.303], [-1.636, 4.224, -1.430], [-2.732, 2.621, 0.737], [0.081, 3.363, 0.756], [-1.796, 4.774, 0.851]], "mulliken_charge": [-0.50, -0.41, -0.43, 0.50, -0.64, 0.73, -0.62, 0.21, 0.22, 0.21, 0.28, 0.07, -0.34, -0.21, -0.02, -0.15, -0.11, -0.10, 0.32]}



{"formula": "C5H10O", "method": "ωB97M-V/def2-TZVPD", "e_homo_ha": -0.350, "orbital_gap_ev": 10.7, "de_lowest_kcal_mol": 33.3, "largest_force_ha_per_bohr": 0.010, "smiles": "COC1CCC1", "symbols": ["C", "O", "C", "C", "C", "C", "H", "H", "H", "H", "H", "H", "H", "H", "H", "H"], "positions_angstrom": [[-0.240, 2.075, -1.034], [0.634, 0.980, -0.921], [-0.031, -0.203, -0.552], [-0.713, -0.283, 0.837], [0.278, -1.380, 1.257], [0.969, -1.283, -0.118], [-0.520, 2.465, -0.047], [-1.182, 1.808, -1.542], [0.286, 2.867, -1.579], [-0.724, -0.513, -1.353], [-0.664, 0.640, 1.410], [-1.756, -0.624, 0.824], [-0.197, -2.337, 1.489], [0.917, -1.123, 2.103], [1.985, -0.888, -0.065], [0.959, -2.201, -0.707]], "mulliken_charge": [-0.72, -0.40, 0.41, -0.74, -0.33, -0.87, 0.26, 0.32, 0.24, 0.39, 0.26, 0.24, 0.22, 0.25, 0.25, 0.24]}



{"formula": "C5H14", "method": "ωB97M-V/def2-TZVPD", "e_homo_ha": -0.408, "orbital_gap_ev": 12.2, "de_lowest_kcal_mol": 14.0, "largest_force_ha_per_bohr": 0.050, "smiles": "CCC.CC", "symbols": ["C", "C", "C", "H", "H", "H", "H", "H", "H", "H", "H", "C", "C", "H", "H", "H", "H", "H", "H"], "positions_angstrom": [[0.630, 2.026, -1.623], [-0.043, 1.150, -0.554], [0.545, 1.584, 0.804], [0.304, 3.038, -1.383], [0.089, 1.876, -2.567], [1.687, 1.826, -1.734], [-1.111, 1.316, -0.562], [0.211, 0.095, -0.612], [-0.057, 1.094, 1.595], [1.496, 1.103, 1.036], [0.407, 2.640, 1.026], [-0.487, -2.000, 1.350], [-0.667, -2.625, -0.027], [0.219, -2.617, 1.904], [0.030, -1.046, 1.328], [-1.409, -1.847, 1.901], [-1.569, -2.433, -0.609], [-0.531, -3.697, 0.045], [0.115, -2.303, -0.723]], "mulliken_charge": [-1.18, 0.16, -1.22, 0.31, 0.35, 0.34, 0.28, -0.08, 0.33, 0.35, 0.36, -0.35, -1.00, 0.30, -0.14, 0.24, 0.31, 0.33, 0.29]}



{"formula": "C32H72BrGaN7O6", "method": "ωB97M-V/def2-TZVPD", "e_homo_ha": -0.174, "orbital_gap_ev": 6.3, "total_charge": -1, "largest_force_ha_per_bohr": 0.044, "symbols": ["C", "C", "C", "Br", "Ga", "C", "C", "O", "C", "C", "C", "C", "C", "C", "C", "C", "C", "C", "C", "C", "O", "C", "C", "C", "N", "N", "N", "H", "H", "H", "H", "H", "H", "H", "H", "H", "H", "H", "H", "H", "H", "H", "H", "H", "H", "H", "H", "H", "H", "H", "H", "H", "H", "H", "H", "H", "H", "H", "H", "H", "H", "H", "H", "H", "H", "H", "H", "H", "H", "H", "H", "C", "O", "N", "C", "C", "H", "H", "H", "H", "H", "H", "H", "C", "O", "N", "C", "C", "H", "H", "H", "H", "H", "H", "H", "C", "O", "N", "C", "C", "H", "H", "H", "H", "H", "H", "H", "C", "O", "N", "C", "C", "H", "H", "H", "H", "H", "H", "H"], "positions_angstrom": [[3.298, 2.219, -2.698], [2.093, 2.110, -1.689], [0.789, 1.569, -2.402], [-0.839, 2.603, -1.933], [0.561, -0.507, -2.193], [-0.739, -0.777, -0.608], [-0.117, -0.491, 0.755], [-0.204, -1.274, 1.698], [-0.368, -1.132, -3.913], [-1.933, -0.876, -3.696], [-2.762, -0.886, -5.025], [-4.195, -0.223, -4.775], [-5.355, -1.241, -4.520], [-5.156, -2.158, -3.256], [-4.939, -1.350, -1.934], [-5.441, -2.063, -0.619], [-5.371, -3.627, -0.656], [-3.960, -4.218, -1.029], [-4.159, -5.349, -2.123], [-3.059, -5.318, -3.262], [-2.264, -6.526, -3.214], [-0.883, -6.114, -3.302], [2.454, -1.229, -1.860], [2.734, -2.717, -2.325], [1.525, -3.504, -2.622], [3.399, -3.436, -1.180], [3.739, -2.675, -3.407], [3.255, 1.479, -3.528], [4.241, 2.034, -2.121], [3.392, 3.252, -3.110], [1.870, 3.153, -1.347], [2.381, 1.435, -0.853], [0.958, 1.729, -3.500], [-1.213, -1.789, -0.674], [-1.579, -0.044, -0.767], [0.451, 0.484, 0.846], [-0.064, -0.567, -4.834], [-0.268, -2.218, -4.150], [-2.272, -1.729, -3.052], [-2.011, 0.104, -3.170], [-2.253, -0.185, -5.735], [-2.874, -1.891, -5.491], [-4.149, 0.563, -3.989], [-4.448, 0.306, -5.733], [-6.276, -0.632, -4.298], [-5.611, -1.872, -5.402], [-4.223, -2.748, -3.452], [-5.975, -2.916, -3.185], [-3.878, -1.049, -1.766], [-5.515, -0.392, -2.022], [-6.509, -1.782, -0.399], [-4.830, -1.650, 0.226], [-5.613, -3.987, 0.381], [-6.194, -3.982, -1.313], [-3.301, -3.416, -1.453], [-3.413, -4.628, -0.151], [-5.138, -5.227, -2.653], [-4.213, -6.360, -1.645], [-3.563, -5.274, -4.264], [-2.440, -4.405, -3.117], [-0.639, -5.629, -2.322], [-0.736, -5.382, -4.140], [-0.223, -6.983, -3.517], [3.234, -0.538, -2.268], [2.609, -1.201, -0.748], [1.498, -3.623, -3.638], [1.628, -4.463, -2.271], [2.620, -3.630, -0.546], [4.087, -2.831, -0.737], [3.335, -2.752, -4.336], [4.501, -3.329, -3.254], [5.868, 0.313, 2.007], [6.265, -0.039, 0.912], [4.763, -0.157, 2.627], [4.361, 0.317, 3.937], [3.957, -1.164, 1.961], [6.404, 1.072, 2.603], [4.340, -0.525, 4.633], [3.363, 0.758, 3.869], [5.059, 1.069, 4.307], [4.574, -2.045, 1.766], [3.602, -0.772, 1.007], [3.107, -1.441, 2.583], [5.999, 3.749, 5.180], [6.273, 2.587, 5.416], [6.587, 4.510, 4.226], [6.205, 5.890, 4.004], [7.629, 3.925, 3.403], [5.223, 4.290, 5.746], [5.848, 6.003, 2.978], [7.078, 6.529, 4.157], [5.416, 6.192, 4.692], [7.230, 3.062, 2.868], [8.449, 3.587, 4.040], [8.000, 4.657, 2.688], [4.897, 9.060, 6.715], [4.564, 7.897, 6.608], [6.178, 9.502, 6.741], [6.508, 10.907, 6.868], [7.250, 8.530, 6.637], [4.156, 9.873, 6.800], [7.084, 11.224, 5.996], [7.105, 11.059, 7.770], [5.603, 11.510, 6.936], [7.149, 7.986, 5.698], [7.173, 7.819, 7.462], [8.218, 9.026, 6.671], [-8.808, -2.295, 0.427], [-8.407, -2.679, -0.652], [-9.960, -2.697, 1.018], [-10.376, -2.195, 2.312], [-10.801, -3.658, 0.330], [-8.242, -1.565, 1.030], [-10.469, -3.030, 3.011], [-11.343, -1.696, 2.215], [-9.647, -1.486, 2.702], [-10.236, -4.576, 0.156], [-11.104, -3.250, -0.636], [-11.685, -3.880, 0.926]], "mulliken_charge": [-1.27, 0.02, -0.33, -0.33, -0.76, 0.14, -0.27, -0.64, -0.31, 0.34, -0.55, -0.67, -1.26, 0.74, -0.08, -0.48, -0.83, 0.60, -0.96, 0.26, -0.47, -0.65, 0.60, 0.50, -0.30, -0.92, -0.68, 0.28, 0.28, 0.37, 0.50, -0.12, 0.57, 0.03, 0.28, 0.34, 0.43, 0.04, -0.63, 0.13, 0.49, 0.18, 0.29, 0.41, 0.36, 0.35, -0.74, 0.54, -0.45, 0.62, -0.18, 0.38, 0.42, 0.30, -0.79, 0.60, 0.29, 0.51, 0.13, -0.21, 0.26, 0.26, 0.35, 0.20, -1.08, 0.21, 0.25, 0.33, 0.33, 0.22, 0.27, 0.21, -0.64, 0.18, -0.73, -0.61, 0.11, 0.32, 0.32, 0.13, 0.27, 0.01, 0.39, 0.07, -0.63, 0.16, -0.95, -0.79, 0.38, 0.36, 0.31, 0.28, 0.10, 0.32, 0.39, 0.11, -0.54, 0.12, -0.93, -0.64, 0.26, 0.33, 0.33, 0.30, 0.00, 0.30, 0.39, 0.20, -0.62, 0.15, -0.92, -0.95, 0.19, 0.33, 0.33, 0.32, 0.29, 0.28, 0.38]}



{"formula": "C3H17NO4S", "method": "ωB97M-V/def2-TZVPD", "e_homo_ha": -0.324, "orbital_gap_ev": 8.9, "de_lowest_kcal_mol": 0.0, "largest_force_ha_per_bohr": 0.039, "smiles": "CNCCS.O.O.O.O", "symbols": ["C", "N", "C", "C", "S", "H", "H", "H", "H", "H", "H", "H", "H", "H", "O", "H", "H", "O", "H", "H", "O", "H", "H", "O", "H", "H"], "positions_angstrom": [[-0.716, 0.970, -2.542], [0.107, 0.536, -1.427], [1.534, 0.670, -1.617], [2.268, 0.312, -0.323], [3.685, -0.798, -0.571], [-0.485, 0.415, -3.463], [-0.436, 1.984, -2.897], [-1.788, 0.945, -2.369], [-0.317, 0.973, -0.624], [1.812, -0.060, -2.374], [1.795, 1.663, -2.008], [2.571, 1.222, 0.104], [1.638, -0.142, 0.429], [4.370, -0.353, 0.479], [-2.111, -1.100, 2.407], [-1.712, -1.293, 3.260], [-1.399, -0.798, 1.833], [-1.887, -3.361, -1.344], [-2.505, -2.664, -1.588], [-1.899, -3.271, -0.382], [-1.133, 1.821, 3.597], [-1.747, 2.505, 3.306], [-1.676, 1.177, 4.060], [-3.408, 1.886, 1.018], [-2.781, 1.400, 1.563], [-4.092, 1.265, 0.753]], "mulliken_charge": [-1.03, -0.18, -0.56, -0.55, -0.25, 0.32, 0.35, 0.30, 0.17, 0.37, 0.28, 0.39, 0.27, 0.12, -0.64, 0.31, 0.32, -0.63, 0.31, 0.31, -0.64, 0.32, 0.32, -0.64, 0.32, 0.32]}